A structure of composition C5H14NS at a distorted geometry. Source: OMol25; level of theory: ωB97M-V/def2-TZVPD.

As for the total charge: 0. The energy above the lowest of the compared OMol25 structures with the same formula, charge and spin comes out at 102.7 kcal per mole. The total energy is -17731.66070 eV. As for the spin multiplicity: 2. The value obtained for the LUMO energy (spin up / spin down) is 0.35 / 0.22 eV.

```
21
Properties=species:S:1:pos:R:3:forces:R:3:mulliken_spin:R:1
C 1.23311 -1.35773 -0.15808 0.4 -1.9 -1.6 -0.008
C 0.40802 -0.46131 -1.03412 0.3 -1.3 -0.2 0.109
C 0.14901 0.81127 -0.81702 -0.4 3.2 -0.9 -0.062
C -1.04206 0.63500 1.36063 2.1 4.3 -0.6 0.454
S -2.49124 0.10537 1.59556 -2.8 -2.8 1.8 0.093
C -1.82963 -1.21061 3.41758 -3.0 0.1 -1.8 0.412
N 1.50209 1.43857 -3.33912 -0.4 0.7 -0.8 0.000
H 1.33977 -1.00726 0.82255 0.2 0.7 1.4 -0.003
H 2.23871 -1.58224 -0.55151 -0.1 0.3 0.0 0.006
H 0.78471 -2.40491 -0.06359 0.2 1.4 -0.2 0.003
H 0.02324 -0.94474 -1.93146 -0.9 -0.1 0.5 0.003
H 0.90992 1.60523 -0.47589 -1.4 -1.7 0.7 0.005
H -0.79793 1.34375 -1.22163 1.9 -1.1 -0.2 -0.007
H -0.15934 0.15147 1.68007 0.7 -0.5 0.0 -0.014
H -0.96576 1.73968 1.08999 0.2 -1.5 0.6 0.009
H -1.08107 -1.71747 2.84514 0.2 -0.4 0.1 0.017
H -2.79888 -1.75106 3.65814 1.7 0.6 -0.1 -0.010
H -1.55044 -0.37952 4.00241 0.3 0.5 0.8 -0.008
H 1.75005 0.99374 -4.24402 -0.2 0.7 0.8 -0.001
H 0.47643 1.59784 -3.34982 0.9 -0.3 0.0 -0.001
H 1.90129 2.39493 -3.28581 -0.1 -1.0 -0.4 0.000
```
Positions in Å, forces in eV/Å.

A cluster of 2 separate species, C5H14NS in total at a distorted geometry. Source: OMol25; level of theory: ωB97M-V/def2-TZVPD.

As for the total charge: +1. The energy above the lowest of the compared OMol25 structures with the same formula, charge and spin comes out at 39.3 kcal per mole. The total energy is -17729.57422 eV. The value obtained for the LUMO energy is -3.70 eV.

```
21
Properties=species:S:1:pos:R:3:forces:R:3:nbo_charge:R:1
C 1.21618 -1.19158 1.14475 -0.9 -0.7 -0.2 -0.667
C 0.91111 -1.42015 -0.31178 -1.2 2.1 -1.2 0.109
C -0.03332 -0.86478 -1.09021 0.5 -1.4 0.7 -0.328
N 1.87394 -2.27942 -1.00953 0.2 0.0 0.0 -0.689
H 0.57351 -0.41734 1.62705 0.4 -0.7 -0.6 0.270
H 1.02596 -2.18354 1.61636 0.3 0.7 0.3 0.236
H 2.25239 -0.90739 1.28297 0.3 0.0 0.1 0.236
H -0.26847 -1.14934 -2.14170 0.5 0.4 0.9 0.228
H -0.70396 -0.22455 -0.56308 -0.4 0.4 -0.2 0.238
H 1.96817 -3.09981 -0.41128 0.3 -0.6 -0.6 0.444
H 2.79944 -1.83372 -1.09788 -0.2 -0.1 0.0 0.446
H 1.50445 -2.47361 -1.95673 0.4 -0.3 0.6 0.458
C -2.46043 1.84097 -0.11950 1.0 -0.1 -1.8 -0.618
C -1.22488 2.01088 0.78387 -1.4 2.3 0.3 -0.524
S 0.26125 2.44044 -0.20100 -0.2 -0.3 0.2 -0.047
H -2.28852 0.94988 -0.77452 -0.3 0.9 0.1 0.183
H -2.60675 2.76295 -0.77171 0.2 -1.2 0.8 0.231
H -3.38876 1.61517 0.37764 -0.1 0.2 0.6 0.236
H -1.47533 2.94260 1.39559 0.7 -1.5 -0.3 0.237
H -1.05747 1.13668 1.39411 0.1 -0.1 0.3 0.196
H 1.12151 2.34565 0.82658 0.0 0.1 -0.1 0.124
```
Positions in Å, forces in eV/Å.

A cluster of 2 separate species, C5H14NS2 in total. Source: OMol25; level of theory: ωB97M-V/def2-TZVPD.

As for the total charge: +1. The energy above the lowest of the compared OMol25 structures with the same formula, charge and spin comes out at 38.2 kcal per mole. The total energy is -28565.17475 eV. The value obtained for the LUMO energy is -3.74 eV.

```
22
Properties=species:S:1:pos:R:3:forces:R:3:nbo_charge:R:1
C -2.34303 -1.17142 -0.05209 0.1 -0.6 -0.2 -0.638
C -1.49365 -0.93251 -1.29472 -0.4 0.0 -0.7 -0.521
S -2.50845 -1.35157 -2.79298 -0.2 0.1 0.8 0.090
S -1.23164 -0.96736 -4.30978 0.4 0.0 -0.2 -0.098
H -2.65490 -2.21736 -0.10770 -0.1 0.0 0.2 0.240
H -3.24981 -0.57339 0.02206 0.1 0.2 -0.1 0.225
H -1.75643 -1.09667 0.86958 0.0 0.1 0.0 0.181
H -0.62769 -1.59270 -1.30575 0.1 0.1 0.1 0.219
H -1.18006 0.09980 -1.45710 0.1 0.0 0.3 0.190
H -1.30226 0.37095 -4.28560 -0.1 0.1 -0.1 0.116
C 3.17926 0.01400 0.59138 -0.4 0.0 -0.5 -0.652
C 1.96070 0.86150 0.76302 -0.1 -0.2 0.3 -0.087
C 1.15662 0.74635 1.80634 -0.6 -0.5 -0.4 -0.117
N -0.07701 1.57350 1.88589 0.2 0.2 -0.3 -0.680
H 3.25373 -0.75508 1.35541 0.1 0.1 0.1 0.235
H 3.09652 -0.47095 -0.38386 0.1 -0.1 0.0 0.250
H 4.07943 0.62689 0.55631 0.0 0.0 0.1 0.257
H 1.68202 1.54323 -0.03845 0.3 0.2 0.1 0.214
H 1.13662 -0.07678 2.50573 0.4 0.3 0.3 0.236
H -0.06012 2.27225 1.13620 -0.1 0.0 0.1 0.444
H -0.92724 1.01717 1.76393 0.0 -0.1 0.1 0.449
H -0.13261 2.08015 2.77218 -0.1 -0.1 0.0 0.448
```
Positions in Å, forces in eV/Å.

A cluster of 3 separate species, C5H14NS2 in total at a distorted geometry. Source: OMol25; level of theory: ωB97M-V/def2-TZVPD.

As for the total charge: +2. The energy above the lowest of the compared OMol25 structures with the same formula, charge and spin comes out at 125.7 kcal per mole. The total energy is -28548.56918 eV. As for the spin multiplicity: 2. The value obtained for the LUMO energy (spin up / spin down) is -11.37 / -13.28 eV.

```
22
Properties=species:S:1:pos:R:3:forces:R:3:mulliken_spin:R:1
N -2.42297 2.22463 0.81046 0.9 -0.2 0.1 0.013
C 4.88808 0.12857 0.62768 2.5 -2.6 0.7 0.448
C 3.79404 0.90647 0.66996 -3.2 3.0 -1.5 0.335
S 0.57125 0.48453 -0.48765 0.4 -1.6 0.9 0.061
S 0.58008 -1.17436 0.57362 -1.1 1.6 -1.5 -0.187
C -0.73105 -2.12055 -0.27762 -0.3 -1.9 1.1 0.020
C -2.04205 -1.34986 -0.22387 -0.8 2.4 0.9 -0.020
C -2.26163 -0.30411 -1.33358 -0.1 -1.2 -1.3 0.038
H -2.49919 2.22035 1.83350 0.3 -0.3 -0.4 0.000
H -1.44286 1.98264 0.51221 -1.3 0.6 0.7 -0.002
H -2.57510 3.20461 0.59210 0.1 0.0 -0.4 0.000
H 4.74141 -0.91676 0.26993 0.7 0.8 0.2 0.031
H 5.83134 0.50295 1.03802 0.0 -0.4 -0.4 0.028
H 3.71989 1.98056 0.84203 0.7 -0.1 0.8 0.034
H 2.87939 0.60351 0.17307 0.0 -0.5 0.4 0.125
H -0.86613 -3.11397 0.33185 0.7 1.7 -1.2 0.004
H -0.42113 -2.26474 -1.30727 0.3 -0.4 -0.1 -0.007
H -2.02534 -0.70175 0.75094 -0.9 -1.8 -1.2 0.013
H -2.86099 -2.10720 -0.37676 0.6 0.7 1.0 0.019
H -1.48222 0.48743 -1.37257 -0.5 0.1 0.2 0.034
H -2.09941 -0.85826 -2.30458 -0.3 0.7 0.6 0.004
H -3.27541 0.18533 -1.34147 1.1 -0.5 0.4 0.009
```
Positions in Å, forces in eV/Å.

A cluster of 2 separate species, C5H14O in total at a distorted geometry. Source: OMol25; level of theory: ωB97M-V/def2-TZVPD.

As for the total charge: 0. The energy above the lowest of the compared OMol25 structures with the same formula, charge and spin comes out at 70.6 kcal per mole. The total energy is -7456.72227 eV. The value obtained for the LUMO energy is 1.00 eV.

```
20
Properties=species:S:1:pos:R:3:forces:R:3:nbo_charge:R:1
C -1.51592 1.31206 0.30992 2.1 2.7 -5.4 -0.650
C -1.18311 0.41054 -1.02503 -1.4 -0.3 1.9 0.112
C -1.16514 0.99407 -2.49732 -0.9 0.3 1.1 -0.642
O 0.13071 0.02562 -0.77457 0.8 -1.4 1.5 -0.736
H -2.22847 2.09902 0.03477 0.4 0.4 -0.1 0.207
H -0.49840 1.73833 0.57035 -1.5 -0.3 0.1 0.221
H -2.02568 0.88929 1.05603 -1.3 -2.6 3.0 0.202
H -1.73196 -0.60368 -0.79704 -0.2 2.0 -1.6 0.149
H -1.21720 2.11140 -2.63234 0.0 -1.1 0.7 0.216
H -0.22211 0.65546 -2.90905 0.1 -0.1 -0.2 0.232
H -1.98000 0.56659 -3.08329 0.0 0.0 0.0 0.216
H -0.04716 -0.46496 0.07511 1.5 0.6 -1.2 0.475
C 1.91530 -1.55330 0.82907 3.5 0.4 -1.1 -0.679
C 1.35999 -0.85370 2.06937 0.9 -0.1 2.2 -0.612
H 3.03344 -1.34045 0.80845 -1.0 -0.2 0.4 0.206
H 1.92638 -2.61202 0.83846 -0.5 -1.2 0.4 0.207
H 1.75974 -1.30541 -0.26627 -1.0 0.4 1.7 0.256
H 1.63079 -1.41895 3.22574 -0.4 1.6 -3.8 0.210
H 1.78467 0.21239 2.06553 -1.0 -1.5 0.4 0.222
H 0.27413 -0.86229 2.10212 -0.2 0.4 0.0 0.189
```
Positions in Å, forces in eV/Å.

A cluster of 2 separate species, C5H14O in total at a distorted geometry. Source: OMol25; level of theory: ωB97M-V/def2-TZVPD.

As for the total charge: 0. The energy above the lowest of the compared OMol25 structures with the same formula, charge and spin comes out at 34.8 kcal per mole. The total energy is -7458.27534 eV. The value obtained for the LUMO energy is 0.78 eV.

```
20
Properties=species:S:1:pos:R:3:forces:R:3:nbo_charge:R:1
C -1.53952 -1.32688 -1.62817 0.8 1.3 -0.9 -0.625
C -0.38713 -0.63687 -0.84364 1.0 -1.3 0.6 -0.404
C -0.75648 0.42920 0.20567 -0.3 0.6 -2.5 -0.432
C -0.66044 0.03966 1.65378 0.1 -0.1 1.5 -0.421
C 0.51396 0.69674 2.41598 -1.0 0.2 1.2 -0.602
H -2.40296 -0.66961 -1.49276 -0.3 -0.5 -0.3 0.201
H -1.19720 -1.27274 -2.66441 -0.5 0.2 -0.2 0.210
H -1.78829 -2.38533 -1.56364 0.1 0.1 1.1 0.213
H 0.24182 -1.41755 -0.39763 -0.2 0.0 0.4 0.198
H 0.36289 -0.19554 -1.49980 -0.5 0.1 -0.6 0.215
H -0.24491 1.36506 -0.11915 1.1 -0.7 1.2 0.209
H -1.67013 0.89914 -0.19786 -1.0 -0.9 1.0 0.210
H -1.59175 0.17460 2.21125 -0.1 1.0 -0.2 0.207
H -0.57669 -1.02216 1.95105 0.3 -0.1 -1.4 0.213
H 0.18779 0.71892 3.46888 0.3 0.2 -0.1 0.205
H 1.43294 0.12782 2.45586 0.2 -0.2 -0.6 0.203
H 0.73207 1.73065 2.14239 -0.1 -0.1 -0.2 0.201
O 2.82076 0.73196 -2.21141 -0.3 -0.3 -0.4 -0.934
H 2.82024 1.12530 -1.34721 -0.1 0.3 0.7 0.467
H 3.70304 0.88762 -2.53919 0.4 0.0 -0.2 0.468
```
Positions in Å, forces in eV/Å.

A structure of composition C5H14O2Sb at a distorted geometry. Source: OMol25; level of theory: ωB97M-V/def2-TZVPD.

As for the total charge: -1. The total energy is -16040.06873 eV. The value obtained for the LUMO energy is 3.42 eV.

```
22
Properties=species:S:1:pos:R:3:forces:R:3:nbo_charge:R:1
O 1.04368 -3.51514 -0.19992 0.6 1.5 -0.1 -0.586
C 1.30376 -2.33777 -0.35711 -0.7 -1.6 0.4 0.659
O 1.88876 -1.59290 0.58824 0.0 -0.3 -0.2 -0.502
C 2.25761 -0.25867 0.23590 0.0 0.3 0.1 -0.058
C 1.25109 0.81722 0.62401 -0.1 0.0 -0.4 -0.442
C 0.40518 1.34374 -0.55741 -0.1 0.5 0.4 -0.408
C -1.09321 1.49016 -0.32795 0.1 -0.2 -0.1 -0.784
Sb -2.28902 -0.29520 0.26227 -0.4 -0.1 0.1 0.922
H 1.05859 -1.81843 -1.29218 0.1 0.3 0.0 0.107
H 3.20288 -0.07616 0.73674 0.2 -0.2 0.2 0.178
H 2.45638 -0.20876 -0.83306 0.0 0.0 -0.2 0.164
H 1.83878 1.64540 1.01303 0.0 0.2 0.2 0.189
H 0.62128 0.47368 1.43585 -0.1 -0.2 0.1 0.244
H 0.79753 2.34154 -0.77142 0.1 0.1 -0.3 0.180
H 0.58961 0.76806 -1.46185 0.0 -0.3 -0.1 0.183
H -1.54847 1.81420 -1.26358 -0.2 0.0 -0.1 0.197
H -1.30167 2.26272 0.41108 0.0 0.1 0.2 0.188
H -0.86727 -1.20854 0.76290 0.2 0.0 0.1 -0.291
H -2.10413 -0.98860 -1.36868 0.1 0.0 -0.2 -0.302
H -3.73798 0.59494 -0.30029 0.0 0.1 0.0 -0.290
H -2.46577 0.40868 1.90330 0.0 0.0 0.1 -0.303
H -3.30764 -1.66018 0.76013 0.0 0.0 -0.1 -0.246
```
Positions in Å, forces in eV/Å.

A cluster of 3 separate species, C5H14O3 in total at a distorted geometry. Source: OMol25; level of theory: ωB97M-V/def2-TZVPD.

As for the total charge: 0. The energy above the lowest of the compared OMol25 structures with the same formula, charge and spin comes out at 29.9 kcal per mole. The total energy is -11552.82733 eV. The value obtained for the LUMO energy is 0.69 eV.

```
22
Properties=species:S:1:pos:R:3:forces:R:3:nbo_charge:R:1
C 1.82326 -0.97737 1.18321 -0.5 -1.1 0.0 -0.723
C 1.44995 0.42862 1.02861 0.1 1.5 1.3 0.589
C 2.05867 1.11762 -0.15852 -1.5 1.2 -0.4 -0.744
O 0.81939 1.00440 1.91645 0.6 -0.5 -1.6 -0.550
H 2.83305 -1.08621 1.57890 0.0 0.2 0.2 0.247
H 1.84329 -1.47847 0.21543 -0.2 -0.2 0.1 0.220
H 1.06879 -1.36756 1.86631 0.4 -0.6 0.0 0.237
H 2.88203 1.73398 0.20242 0.5 -0.5 -0.4 0.255
H 1.34983 1.85369 -0.53781 -0.2 0.3 0.3 0.245
H 2.17571 0.49166 -1.04316 0.9 -0.2 0.4 0.224
C -0.20690 0.32035 -2.98036 1.2 0.6 -0.5 -0.259
O -1.01454 1.42646 -3.40856 -0.1 -1.1 0.7 -0.709
H -0.29862 -0.59375 -3.56696 -0.5 0.0 -0.2 0.167
H 0.81830 0.65575 -3.13707 0.2 -0.1 0.1 0.170
H -0.30130 0.06658 -1.92452 -0.3 0.2 0.1 0.166
H -1.76904 1.35615 -2.81916 -0.4 0.5 -0.3 0.467
C -2.27585 -0.97193 2.00789 -0.1 0.6 1.5 -0.255
O -3.19546 -0.47808 1.05232 0.4 -0.2 -0.6 -0.724
H -2.85380 -1.36797 2.84290 0.2 -0.6 0.1 0.160
H -1.52388 -1.69220 1.68563 -0.6 -0.2 -0.7 0.174
H -1.68444 -0.17750 2.46310 0.1 0.4 -0.2 0.177
H -3.99844 -0.26414 1.53300 0.0 0.0 -0.1 0.469
```
Positions in Å, forces in eV/Å.

A cluster of 2 separate species, C5H14OS in total at a distorted geometry. Source: OMol25; level of theory: ωB97M-V/def2-TZVPD.

As for the total charge: 0. The energy above the lowest of the compared OMol25 structures with the same formula, charge and spin comes out at 16.3 kcal per mole. The total energy is -18294.04712 eV. The value obtained for the LUMO energy is 0.61 eV.

```
21
Properties=species:S:1:pos:R:3:forces:R:3:nbo_charge:R:1
C -2.00121 0.41590 1.11097 0.4 -0.8 0.1 -0.620
C -1.86151 1.14168 -0.21176 0.8 0.7 -0.2 -0.399
C -1.61582 0.35289 -1.50871 -0.8 0.9 -0.5 -0.400
C -0.70747 -0.84703 -1.50290 -1.3 -0.9 1.8 -0.540
S 1.01450 -0.59977 -1.01371 -0.4 -0.6 -0.6 0.176
C 1.49413 -2.37304 -1.02290 2.1 1.1 -0.1 -0.740
H -1.08562 0.49056 1.69749 0.0 0.1 0.0 0.210
H -2.81114 0.81709 1.70814 -0.2 0.0 0.1 0.214
H -2.13500 -0.66366 0.98324 -0.4 0.1 0.0 0.199
H -1.04301 1.86483 -0.10132 -0.1 0.0 0.0 0.196
H -2.74596 1.74645 -0.40571 -0.1 0.1 0.0 0.204
H -1.36080 1.11760 -2.25197 0.3 -0.3 -0.1 0.207
H -2.60559 0.01228 -1.84265 0.2 -0.3 0.0 0.204
H -1.13360 -1.45086 -0.67358 0.3 0.1 -0.1 0.198
H -0.95200 -1.52566 -2.31936 0.9 0.4 -0.7 0.221
H 2.21688 -2.50704 -1.83568 -0.7 -0.2 -0.4 0.219
H 0.70298 -3.10624 -1.05334 -0.2 0.1 0.2 0.226
H 2.19604 -2.47115 -0.18886 -0.7 -0.4 0.4 0.224
O 2.24541 2.42789 4.21342 -0.3 0.7 -0.5 -0.945
H 1.86318 2.49887 3.31912 0.3 -0.3 0.7 0.474
H 2.44806 1.51167 4.38342 0.0 -0.4 -0.2 0.471
```
Positions in Å, forces in eV/Å.

A cluster of 2 separate species, C5H14OS in total. Source: OMol25; level of theory: ωB97M-V/def2-TZVPD.

As for the total charge: 0. The energy above the lowest of the compared OMol25 structures with the same formula, charge and spin comes out at 3.3 kcal per mole. The total energy is -18294.61100 eV. The value obtained for the LUMO energy is 0.77 eV.

```
21
Properties=species:S:1:pos:R:3:forces:R:3:nbo_charge:R:1
C 1.22233 -0.61434 0.77566 0.1 0.3 -0.3 -0.615
C 1.61313 -0.12535 -0.61956 -0.1 0.0 -0.1 -0.398
C 0.86132 -0.85481 -1.72020 -0.3 -0.4 0.1 -0.413
C -0.68042 -0.80003 -1.64477 -0.2 0.4 -0.5 -0.533
S -1.47610 0.65911 -0.90396 0.2 0.0 0.1 0.169
C -1.34021 1.86185 -2.26194 0.3 -0.4 0.4 -0.740
H 1.21911 -1.69834 0.83357 0.0 -0.2 0.0 0.197
H 0.22859 -0.24246 1.02103 0.0 -0.1 0.1 0.215
H 1.91281 -0.23775 1.52329 0.1 0.1 0.2 0.209
H 1.41779 0.93991 -0.70436 -0.1 0.2 0.1 0.201
H 2.67962 -0.23600 -0.79655 0.2 -0.2 0.0 0.202
H 1.15583 -0.54812 -2.72037 0.2 0.4 0.0 0.203
H 1.15421 -1.90947 -1.67480 -0.1 -0.1 0.0 0.203
H -1.10415 -1.66844 -1.15228 0.0 0.0 0.2 0.226
H -1.08965 -0.78677 -2.65709 0.1 -0.4 0.0 0.217
H -1.42458 2.83294 -1.77606 -0.1 0.1 -0.3 0.230
H -0.37540 1.77791 -2.76554 0.0 0.1 0.2 0.214
H -2.12364 1.69269 -2.98755 -0.2 0.2 -0.1 0.212
O -1.61890 -0.21996 6.82759 0.2 0.1 -0.1 -0.931
H -1.51530 0.57416 6.29415 -0.2 0.0 -0.1 0.466
H -0.71641 -0.39671 7.10972 0.0 -0.2 0.1 0.465
```
Positions in Å, forces in eV/Å.

Q: Among the records above, which one has the lowest total charge?
A: C5H14O2Sb

Q: Which formula does entry 10 have?
A: C5H14OS

Q: total energy of number 4 (C5H14NS2)?
A: -28548.56918 eV